No. 1
C6H10O2 | the ωB97M-V functional and the def2-TZVPD basis

Structure (XYZ):
```
18
Properties=species:S:1:pos:R:3:nbo_charge:R:1
C 2.5740 -2.1966 -0.2344 -0.39
C 1.8349 -1.1080 -0.0486 -0.17
C 0.4381 -1.0592 0.4768 -0.45
C -0.0248 0.4418 0.7351 -0.38
C -1.4282 0.7015 0.1154 -0.54
C -1.6247 1.8514 -0.8163 0.80
O -0.8466 2.4207 -1.5287 -0.58
O -2.9330 2.2304 -0.7556 -0.69
H 3.6557 -2.1590 -0.2547 0.20
H 2.1121 -3.1775 -0.1223 0.18
H 2.3949 -0.1803 -0.1388 0.19
H 0.3240 -1.5577 1.4366 0.22
H -0.2201 -1.4698 -0.2829 0.21
H 0.7360 1.0740 0.2775 0.22
H 0.0081 0.6832 1.7943 0.21
H -2.1408 0.7730 0.9472 0.24
H -1.7878 -0.2441 -0.2740 0.24
H -3.0717 2.9762 -1.3265 0.49
```

The calculation puts the LUMO energy at 0.835 eV. The calculation puts the strongest force on any atom at 2.1 eV Å⁻¹. As for the structure (SMILES): C=CCCCC(=O)O.

***

No. 2
C2H10N | the ωB97M-V functional and the def2-TZVPD basis

Structure (XYZ):
```
13
Properties=species:S:1:pos:R:3:nbo_charge:R:1
N -1.3916 1.0860 -0.5069 -0.89
H -1.0414 2.1146 -0.6344 0.47
H -1.6547 0.9342 0.5074 0.48
H -2.1903 0.9974 -1.2177 0.47
H -0.7108 0.4321 -0.7543 0.46
C 1.2804 -0.0389 0.5309 -0.64
C 0.4215 -1.2857 0.0999 -0.70
H 2.3776 -0.3233 0.6016 0.26
H 1.0249 0.5317 1.4748 0.23
H 1.1756 0.7207 -0.3538 0.16
H 0.2707 -1.4486 -0.9688 0.22
H 0.8987 -2.1472 0.6120 0.27
H -0.6207 -1.4658 0.4965 0.21
```

As for the net charge: +1. The calculation puts the LUMO energy at -4.370 eV. The calculation puts the strongest force on any atom at 4.5 eV Å⁻¹.

***

Ordered energy relative to the best compared isomer or geometry (same formula, charge and spin) results: 0.835; 0.862; unit eV.